Formula: C4H11N2O
Source: OMol25
Level of theory: ωB97M-V/def2-TZVPD

```
18
Properties=species:S:1:pos:R:3:nbo_charge:R:1
O 1.3293 0.3589 -1.9526 -0.628
C 0.7691 1.3840 -1.3177 0.632
N 0.6092 2.5724 -1.9756 -0.765
C -0.1260 1.0285 -0.1194 -0.299
N 0.4610 -0.4251 0.1550 -0.525
C -0.6179 -1.4815 0.4870 -0.233
C -0.5162 -1.8513 1.9212 -0.640
H -0.2544 3.1569 -1.8860 0.422
H 1.0000 2.5920 -2.8826 0.426
H -1.1606 0.9673 -0.5385 0.264
H 0.0338 1.5462 0.8035 0.250
H 0.8763 -0.7018 -0.6944 0.470
H 1.1718 -0.2423 0.9782 0.447
H -1.6788 -1.1165 0.3878 0.229
H -0.5027 -2.2179 -0.3296 0.235
H -0.8567 -0.9415 2.5574 0.225
H -1.1675 -2.7576 2.0958 0.271
H 0.6304 -1.8706 2.3107 0.219
```

Properties
- Total charge: +1
- HOMO level: -14.666 eV
- SMILES: CC[NH2+]CC(N)=O
- Frontier orbital gap: 11.13 eV
- Multiplicity: 1

=====

Formula: C4H11N2O2
Source: OMol25
Level of theory: ωB97M-V/def2-TZVPD

```
19
Properties=species:S:1:pos:R:3:nbo_charge:R:1
C -0.7248 -0.2819 0.1659 -0.259
N -0.4658 -0.5360 -1.2529 -0.748
C -1.5217 -1.5444 -1.9107 0.164
O -2.5451 -0.8100 -2.1573 -0.923
C 0.2730 0.7529 0.6425 -0.043
C 1.6216 0.0391 0.3967 -0.083
O 2.6876 0.9619 0.5699 -0.741
N -0.0833 1.2769 1.9636 -0.867
H -0.7723 -1.0925 0.8611 0.175
H -1.7427 0.1814 0.2884 0.178
H -0.5606 0.2368 -1.9435 0.361
H -0.9521 -1.9530 -2.7956 0.066
H -1.6105 -2.2369 -1.0203 0.045
H 0.3366 1.7206 -0.1369 0.150
H 1.8947 -0.3393 -0.5146 0.214
H 1.7339 -0.5922 1.1934 0.138
H 2.2548 1.7556 0.9472 0.439
H 0.5958 1.9711 2.2700 0.363
H -0.4188 0.4900 2.4331 0.370
```

Properties
- Total charge: -1
- HOMO level: -2.412 eV
- SMILES: N[C@@H](CO)CNC[O-]
- Frontier orbital gap: 5.82 eV
- Multiplicity: 1

=====

Formula: C4H11N2O2
Source: OMol25
Level of theory: ωB97M-V/def2-TZVPD

```
19
Properties=species:S:1:pos:R:3:nbo_charge:R:1
C -1.1139 -1.2877 -2.8583 -0.676
C -0.6314 -0.8892 -1.5240 0.150
C -0.8364 -1.4164 -0.2973 -0.065
N -0.1705 -0.5929 0.5943 -0.454
C 0.4349 0.3852 -0.0431 0.289
N 0.2569 0.1555 -1.3359 -0.467
H -1.5222 -0.4626 -3.4453 0.248
H -1.9427 -1.9838 -2.8936 0.265
H -0.3603 -1.8416 -3.4117 0.252
H -1.4129 -2.2128 0.1402 0.257
H -0.0974 -0.6049 1.5986 0.461
H 0.9820 1.1638 0.4434 0.279
H 0.6254 0.6928 -2.1043 0.450
H 2.0561 1.2267 2.8007 0.522
H 2.9176 -0.2532 2.3801 0.523
O 2.4437 0.5646 2.2273 -1.037
H -0.7829 3.0192 1.7159 0.484
H -1.8144 1.9560 1.9510 0.483
O -0.8611 2.0973 2.0029 -0.961
```

Properties
- Total charge: +1
- HOMO level: -13.800 eV
- Frontier orbital gap: 11.03 eV
- Multiplicity: 1

=====

Formula: C4H11N2O2
Source: OMol25
Level of theory: ωB97M-V/def2-TZVPD

```
19
Properties=species:S:1:pos:R:3:nbo_charge:R:1
O 2.1545 -0.4946 -1.8723 -0.465
C 2.0423 -0.1628 -0.6853 0.574
O 2.5395 -0.7724 0.4507 -0.612
C 0.6310 0.4396 -0.4331 -0.132
C -0.2789 -0.7682 -0.4601 -0.444
C -1.6591 -0.4966 0.1695 -0.228
N -2.0904 0.8833 0.1433 -0.893
N 0.7451 0.9542 0.9190 -0.703
H 2.2424 -1.3035 -0.6843 0.576
H 0.4313 1.2011 -1.1982 0.270
H 0.1198 -1.5676 0.2155 0.229
H -0.1598 -1.2190 -1.4408 0.262
H -1.5643 -0.6716 1.2542 0.189
H -2.4102 -1.2264 -0.1791 0.222
H -2.7960 0.9884 0.8932 0.390
H -2.5196 1.2500 -0.7663 0.393
H -0.1313 1.1758 1.3225 0.460
H 1.4115 1.7086 1.0530 0.442
H 1.2921 0.0815 1.2988 0.471
```

Properties
- Total charge: +1
- HOMO level: -14.008 eV
- Frontier orbital gap: 9.70 eV
- Multiplicity: 1

=====

Formula: C4H11N2OPS
Source: OMol25
Level of theory: ωB97M-V/def2-TZVPD

```
20
Properties=species:S:1:pos:R:3:nbo_charge:R:1
C -2.3533 -0.3537 -0.4261 -0.264
C -2.5314 1.0377 0.1800 -0.528
C 2.8232 0.5507 -0.4216 -0.410
C 1.4557 -0.9070 0.9818 -0.398
N -1.3314 -0.5363 -1.5075 -0.761
N 1.5708 0.4101 0.3102 -0.768
O 0.4860 2.4283 -1.0195 -1.051
P 0.2150 1.2411 -0.2352 1.847
S -1.1580 1.3524 1.3894 -0.076
H -2.2851 -1.0760 0.3704 0.192
H -3.3677 -0.4621 -0.9163 0.181
H -2.4833 1.8519 -0.5428 0.228
H -3.5409 0.8250 0.5347 0.249
H 2.8742 -0.1634 -1.2168 0.191
H 2.9677 1.5007 -0.8779 0.230
H 3.6152 0.3383 0.2979 0.197
H 1.5918 -1.8472 0.4320 0.205
H 2.2550 -0.7814 1.6667 0.196
H 0.5314 -0.8404 1.4317 0.214
H -1.6792 0.1041 -2.2815 0.326
```

Properties
- HOMO level (alpha / beta): -8.217 / -8.297 eV
- Frontier orbital gap (alpha / beta): 7.88 / 7.94 eV
- Multiplicity: 1

=====

Formula: C4H11N2OS
Source: OMol25
Level of theory: ωB97M-V/def2-TZVPD

```
19
Properties=species:S:1:pos:R:3:nbo_charge:R:1
N 0.0167 2.1004 -0.8341 -0.708
C 0.6334 0.6419 -0.4609 -0.108
C -0.3281 -0.2913 0.2217 -0.477
C -0.9762 0.0558 1.5688 -0.554
S -0.6227 -1.1259 2.8637 0.010
C 0.7422 0.0592 -1.8581 0.659
N 1.3666 -1.1286 -1.9907 -0.772
O 0.2085 0.6817 -2.7914 -0.624
H 0.6279 2.9023 -0.6344 0.455
H -0.8589 2.1069 -0.3087 0.432
H -0.4143 2.0905 -1.7592 0.479
H 1.5822 0.7823 -0.0339 0.248
H 0.0598 -1.3960 0.2607 0.279
H -1.1893 -0.4940 -0.4868 0.247
H -0.6748 1.0441 1.8314 0.199
H -2.0646 0.1025 1.4427 0.240
H -1.8406 -0.9888 3.4734 0.156
H 1.2949 -1.4656 -2.9866 0.435
H 1.6628 -1.7201 -1.3426 0.405
```

Properties
- Total charge: +1
- HOMO level: -12.587 eV
- SMILES: NC(=O)[C@@H]([NH3+])CCS
- Frontier orbital gap: 9.15 eV
- Multiplicity: 1

=====

Formula: C4H11N2S
Source: OMol25
Level of theory: ωB97M-V/def2-TZVPD

```
18
Properties=species:S:1:pos:R:3:nbo_charge:R:1
C 0.1839 -0.6431 1.7287 0.326
C 0.3622 0.1798 -2.3562 -0.431
C -1.5485 -0.9088 -1.1110 -0.420
C 1.2896 1.8611 2.1609 -0.724
N -0.0962 -0.7237 -1.1471 -0.637
N -0.5917 -1.3917 2.2162 -0.486
S 0.7750 0.6109 0.8474 0.546
H -0.4206 0.9545 -2.1475 0.196
H 1.2812 0.6684 -2.1066 0.206
H 0.2173 -0.1609 -3.3838 0.226
H -1.6927 -1.3337 -0.1208 0.191
H -1.9776 0.1672 -1.1372 0.200
H -1.9572 -1.4822 -1.9874 0.212
H 1.6077 2.6586 1.5208 0.253
H 2.1288 1.3134 2.7635 0.258
H 0.4589 2.1462 2.8206 0.255
H 0.3952 -1.5006 -1.0284 0.353
H -0.4152 -2.4154 2.4679 0.476
```

Properties
- Total charge: +1
- HOMO level: -12.773 eV
- Frontier orbital gap: 7.77 eV
- Multiplicity: 1

=====

Formula: C4H11N3
Source: OMol25
Level of theory: ωB97M-V/def2-TZVPD

```
18
Properties=species:S:1:pos:R:3:nbo_charge:R:1
C -1.3871 0.0429 2.4103 -0.513
C -1.0496 -0.8840 1.4871 0.005
N -1.8623 -1.3061 0.4237 -0.820
H -2.3528 0.5124 2.2814 0.185
H -0.8122 0.1691 3.3416 0.213
H -0.1556 -1.4101 1.7145 0.191
H -2.7694 -0.8942 0.4271 0.367
H -1.9800 -2.3275 0.4603 0.377
C 0.6161 0.1312 -2.4929 -0.468
N 1.4386 1.4441 0.0860 -0.844
C 2.2393 0.6874 -0.7981 0.275
N 1.9450 -0.0070 -1.8440 -0.481
H -0.1162 -0.4581 -1.9345 0.203
H 0.6870 -0.2499 -3.5389 0.207
H 0.1892 1.1729 -2.5029 0.178
H 0.4521 1.3852 -0.0860 0.382
H 1.6762 1.3233 1.0644 0.388
H 3.2418 0.6683 -0.4991 0.158
```

Properties
- HOMO level: -8.721 eV
- SMILES: C/N=C\N.C=CN
- Frontier orbital gap: 9.61 eV
- Multiplicity: 1

=====

Formula: C4H11N3
Source: OMol25
Level of theory: ωB97M-V/def2-TZVPD

```
18
Properties=species:S:1:pos:R:3:nbo_charge:R:1
C 0.0521 -0.0274 -0.7575 -0.300
C -2.1511 -0.4011 0.1283 -0.406
C -0.4987 0.7084 1.4512 -0.422
N -0.7399 -0.2900 0.4287 -0.431
C 1.5211 -0.3370 -0.5068 0.431
N 2.3939 0.3870 -1.2704 -0.816
N 1.9721 -1.1581 0.3429 -0.724
H 2.0726 0.7565 -2.1487 0.379
H 3.3499 0.0716 -1.2386 0.398
H 1.2428 -1.5933 0.8994 0.355
H -0.0555 1.0149 -1.1113 0.173
H -0.2926 -0.6934 -1.5564 0.218
H -2.3063 -1.2078 -0.5873 0.200
H 0.5682 0.7572 1.6608 0.216
H -2.5739 0.5274 -0.2884 0.161
H -2.6880 -0.6436 1.0443 0.203
H -0.8447 1.7102 1.1488 0.162
H -1.0220 0.4187 2.3612 0.202
```

Properties
- HOMO level: -8.929 eV
- SMILES: [H]/N=C(/N)CN(C)C
- Frontier orbital gap: 9.89 eV
- Multiplicity: 1

=====

Formula: C4H11N3
Source: OMol25
Level of theory: ωB97M-V/def2-TZVPD

```
18
Properties=species:S:1:pos:R:3:nbo_charge:R:1
C 2.4456 -0.2647 -0.7287 -0.617
C 1.3508 -1.2160 -0.2535 -0.394
C 0.1967 -0.5393 0.4968 -0.215
N -0.5561 0.3244 -0.3749 -0.629
C -1.7615 0.8835 -0.0451 0.586
N -2.3655 0.4053 1.0967 -0.861
N -2.2032 1.8427 -0.7760 -0.791
H 2.1080 0.7290 -0.9963 0.205
H 3.1760 -0.0651 0.0573 0.208
H 2.9325 -0.6742 -1.5862 0.214
H 0.9694 -1.8131 -1.0551 0.202
H 1.8219 -1.8730 0.4811 0.205
H 0.7370 0.1089 1.2109 0.168
H -0.3205 -1.3043 1.0670 0.199
H -0.1937 0.6130 -1.2652 0.411
H -3.3225 0.6738 1.2181 0.391
H -1.9075 0.0074 1.8936 0.396
H -3.1072 2.1618 -0.4404 0.324
```

Properties
- HOMO level: -8.294 eV
- SMILES: [H]/N=C(\N)NCCC
- Frontier orbital gap: 9.20 eV
- Multiplicity: 1

=====

Formula: C4H11N3
Source: OMol25
Level of theory: ωB97M-V/def2-TZVPD

```
18
Properties=species:S:1:pos:R:3:nbo_charge:R:1
C 0.8428 0.5378 -0.8435 0.012
C 1.1524 1.8567 -1.1086 -0.586
C -1.5272 0.7898 0.8090 -0.434
C -1.1537 -1.4722 -0.0165 -0.450
N 1.1321 0.1107 0.4342 -0.069
N -0.7990 -0.0850 -0.0718 -0.387
N 1.7446 -1.0391 0.5927 -0.582
H 0.8133 -0.1811 -1.6660 0.174
H 1.7941 -1.7096 -0.1700 0.365
H 2.3715 -1.0912 1.3823 0.398
H 1.4038 2.5377 -0.3087 0.200
H 1.1594 2.2261 -2.1237 0.200
H -2.2388 -1.6354 -0.0739 0.213
H -1.4869 0.4686 1.8610 0.172
H -2.5874 0.8586 0.5283 0.194
H -1.1075 1.7985 0.7190 0.216
H -0.8029 -1.9576 0.9168 0.178
H -0.7108 -2.0135 -0.8605 0.187
```

Properties
- HOMO level (alpha / beta): -7.263 / -7.261 eV
- Frontier orbital gap (alpha / beta): 7.95 / 7.94 eV
- Multiplicity: 1

=====

Formula: C4H11N3
Source: OMol25
Level of theory: ωB97M-V/def2-TZVPD

```
18
Properties=species:S:1:pos:R:3:lowdin_spin:R:1
C 0.9066 0.4758 -1.6559 0.010
C 0.9197 1.2690 -0.3392 0.026
C 0.2362 0.3996 0.7222 0.093
N -2.8498 -0.9143 1.6926 0.191
C -1.7123 -0.8561 0.9884 0.081
N -1.1679 0.2938 0.7214 0.492
N 2.0863 -0.3945 -1.6799 0.026
H 0.9351 1.1318 -2.5145 0.000
H 0.0348 -0.1920 -1.7268 0.001
H 1.9434 1.4487 -0.0202 0.000
H 0.3179 2.1634 -0.4651 0.001
H 0.4510 0.8668 1.7126 0.053
H 0.8235 -0.5244 0.8380 0.012
H -3.1666 0.0523 1.8219 0.000
H -2.8422 -1.3849 2.5966 0.006
H -1.2453 -1.7819 0.6505 0.008
H 2.1555 -1.0366 -2.4596 0.001
H 2.1740 -1.0164 -0.8831 0.000
```

Properties
- Total charge: +1
- HOMO level (alpha / beta): -12.716 / -12.566 eV
- Frontier orbital gap (alpha / beta): 7.99 / 4.52 eV
- Multiplicity: 2

=====

Formula: C4H11N3
Source: OMol25
Level of theory: ωB97M-V/def2-TZVPD

```
18
Properties=species:S:1:pos:R:3:nbo_charge:R:1
C 0.3101 0.4224 0.9078 0.604
C 1.6295 0.8651 -1.1766 -0.145
C -0.4960 -0.3339 -1.1682 -0.065
C -1.8210 -0.7720 0.9043 -0.468
N -0.5984 -0.2350 0.2768 -0.390
N 0.5930 0.6775 2.1680 -0.792
N 0.8856 -0.3266 -1.5606 -0.574
H 1.3627 1.9343 -1.5080 0.286
H 2.6221 0.7501 -0.7875 0.254
H -1.1317 -1.3038 -1.4656 0.293
H -1.0471 0.4882 -1.6029 0.259
H -1.5482 -0.7552 2.0374 0.256
H -2.7641 -0.1506 0.7197 0.278
H -2.0428 -1.8663 0.6125 0.273
H 1.5742 0.7357 2.4703 0.462
H 0.0846 1.1652 2.9639 0.486
H 0.8680 -0.2668 -2.6363 0.499
H 1.5194 -1.0283 -1.1549 0.485
```

Properties
- Total charge: +2
- HOMO level (alpha / beta): -18.680 / -18.631 eV
- Frontier orbital gap (alpha / beta): 8.62 / 8.95 eV
- Multiplicity: 1

=====

no.,E (eV)
1,-9346.2417
2,-11399.0124
3,-11395.4942
4,-11390.7349
5,-29476.2163
6,-20182.1501
7,-18131.8616
8,-8795.1927
9,-8796.5011
10,-8796.6353
11,-8791.4716
12,-8787.1265
13,-8774.5932